No. 1
The following is a quantum chemistry calculation of one molecule with the formula C5H6O2, from the Open Molecules 2025 dataset.

Properties
**Calculated total energy**: -344.5509 Ha
**Structure (SMILES)**: O=C[C@H]1CC=CO1
**M**: 98.10 g/mol
**Charge**: 0

Each line ends with the Mulliken charge.
Cartesian coordinates (Å):
1 O -2.296 -0.449 0.038  -0.454
2 C -1.360 -0.961 -0.515  -0.147
3 C 0.073 -0.946 0.002  0.222
4 C 0.772 0.200 -0.748  -0.635
5 C 0.474 1.329 0.214  -0.376
6 C 0.227 0.779 1.398  -0.283
7 O 0.121 -0.588 1.380  -0.432
8 H -1.463 -1.410 -1.528  0.363
9 H 0.545 -1.925 -0.125  0.312
10 H 1.858 0.049 -0.803  0.270
11 H 0.397 0.317 -1.769  0.360
12 H 0.575 2.381 -0.003  0.380
13 H 0.161 1.214 2.387  0.421

Atomic forces in eV per Å
O 0.277 -0.312 -0.085
C -0.223 0.135 0.080
C 0.004 -0.066 -0.097
C 0.074 0.008 -0.132
C 0.206 -0.004 0.221
C 0.015 0.218 -0.016
O 0.045 -0.002 0.025
H 0.011 -0.007 0.088
H -0.107 0.125 -0.011
H -0.140 -0.080 -0.110
H -0.030 0.053 0.127
H 0.093 -0.093 0.106
H -0.224 0.024 -0.197



No. 2
The following is a quantum chemistry calculation of C54H62ClGe2MoO5PS4Te as an isolated structure, from the Open Molecules 2025 dataset.

Properties
**Calculated total energy**: -9355.2911 Ha
**M**: 1354.54 g/mol
**Charge**: +2

Each line ends with the Mulliken charge.
Cartesian coordinates (Å):
1 Mo 1.097 1.011 1.187  -0.964
2 C 3.397 5.610 4.611  -1.455
3 C 4.415 4.558 4.283  0.281
4 C 5.060 3.839 5.289  -0.420
5 C 6.012 2.872 5.013  0.350
6 C 6.648 2.111 6.141  -1.897
7 C 6.324 2.603 3.672  1.296
8 C 5.737 3.363 2.631  -0.088
9 C 6.279 3.340 1.215  -1.650
10 C 4.768 4.312 2.967  -0.165
11 C 7.185 1.468 3.273  -0.034
12 C 8.541 1.324 3.523  -0.259
13 C 9.210 0.244 2.962  -1.207
14 C 8.561 -0.649 2.121  -0.463
15 C 7.200 -0.530 1.841  -0.919
16 C 6.535 0.511 2.487  1.291
17 Ge 4.651 0.910 2.476  0.098
18 S 3.439 0.887 0.688  0.188
19 S 1.338 2.563 2.909  0.942
20 Ge 1.581 0.833 4.277  0.178
21 S 1.052 -0.712 2.531  -0.288
22 S 3.764 0.467 4.420  -0.083
23 C 0.577 0.292 5.839  0.428
24 C 0.884 -0.904 6.499  -0.747
25 C 0.029 -1.308 7.520  -0.011
26 C -1.052 -0.531 7.902  -1.142
27 C -1.296 0.682 7.279  -0.118
28 C -0.501 1.102 6.220  -0.591
29 C -0.756 2.411 5.565  0.595
30 C -0.031 3.536 5.979  0.864
31 C 0.997 3.447 7.074  -1.480
32 C -0.298 4.757 5.374  -0.759
33 C -1.263 4.892 4.382  0.329
34 C -1.543 6.223 3.748  -1.604
35 C -1.977 3.763 3.999  -0.800
36 C -1.744 2.525 4.583  1.036
37 C -2.604 1.355 4.189  -1.280
38 C 2.111 -1.708 6.252  0.414
39 C 2.084 -2.809 5.398  0.838
40 C 0.821 -3.229 4.695  -1.998
41 C 3.243 -3.562 5.241  -0.799
42 C 4.402 -3.274 5.946  0.504
43 C 5.638 -4.111 5.793  -1.602
44 C 4.387 -2.197 6.829  -0.719
45 C 3.261 -1.409 6.997  1.259
46 C 3.278 -0.270 7.982  -1.396
47 C 6.546 -1.377 0.805  0.285
48 C 6.915 -1.168 -0.531  0.826
49 C 7.901 -0.104 -0.936  -1.686
50 C 6.330 -1.948 -1.521  -1.295
51 C 5.401 -2.936 -1.228  0.592
52 C 4.807 -3.793 -2.307  -1.466
53 C 5.043 -3.119 0.103  -0.818
54 C 5.594 -2.355 1.123  1.373
55 C 5.155 -2.637 2.535  -1.077
56 H 3.248 5.696 5.685  0.368
57 H 2.436 5.379 4.149  0.250
58 H 3.716 6.582 4.234  0.475
59 H 4.801 4.035 6.322  0.452
60 H 5.971 2.053 6.991  0.454
61 H 7.554 2.617 6.477  0.414
62 H 6.925 1.099 5.849  0.316
63 H 5.950 2.491 0.612  0.054
64 H 7.368 3.313 1.227  0.237
65 H 5.968 4.247 0.700  0.715
66 H 4.336 4.919 2.181  0.426
67 H 9.073 2.056 4.113  0.550
68 H 10.266 0.117 3.155  0.471
69 H 9.117 -1.457 1.663  0.635
70 H 0.250 -2.229 8.042  0.551
71 H -1.697 -0.866 8.702  0.474
72 H -2.122 1.304 7.593  0.572
73 H 1.684 2.612 6.927  0.049
74 H 0.521 3.293 8.044  0.345
75 H 1.577 4.366 7.132  0.513
76 H 0.253 5.631 5.696  0.485
77 H -0.939 7.010 4.194  0.372
78 H -2.591 6.494 3.866  0.410
79 H -1.333 6.197 2.677  0.281
80 H -2.741 3.847 3.235  0.481
81 H -3.540 1.367 4.750  0.439
82 H -2.129 0.392 4.381  0.286
83 H -2.855 1.430 3.132  -0.076
84 H 0.194 -2.381 4.422  0.345
85 H 0.218 -3.868 5.343  0.365
86 H 1.047 -3.799 3.796  0.396
87 H 3.225 -4.419 4.579  0.507
88 H 5.466 -4.956 5.130  0.369
89 H 5.965 -4.498 6.757  0.486
90 H 6.461 -3.522 5.386  0.277
91 H 5.272 -1.980 7.414  0.496
92 H 4.212 -0.263 8.540  0.490
93 H 2.456 -0.343 8.695  0.316
94 H 3.181 0.699 7.483  0.015
95 H 7.801 0.797 -0.331  0.210
96 H 7.750 0.166 -1.979  0.467
97 H 8.931 -0.447 -0.836  0.345
98 H 6.614 -1.779 -2.552  0.383
99 H 5.218 -3.544 -3.283  0.383
100 H 3.724 -3.669 -2.353  0.313
101 H 5.005 -4.847 -2.115  0.353
102 H 4.325 -3.889 0.357  0.544
103 H 4.914 -3.693 2.654  0.674
104 H 4.234 -2.100 2.791  -0.141
105 H 5.912 -2.383 3.278  0.112
106 Cl -3.342 2.382 0.405  -0.139
107 C -3.109 0.627 0.470  -0.778
108 C -1.667 0.193 0.531  0.478
109 O -1.320 -0.924 0.268  -0.523
110 O -0.781 1.127 0.914  0.373
111 H -3.551 0.176 -0.417  0.447
112 H -3.624 0.242 1.352  0.394
113 C 3.386 5.328 -2.437  -1.301
114 C 3.581 4.245 -1.408  0.095
115 O 2.858 3.034 -1.779  -0.227
116 P 1.394 2.754 -1.327  0.625
117 O 1.132 2.973 0.163  -0.203
118 Te 1.047 0.399 -1.566  -0.024
119 O 0.518 3.707 -2.196  -0.224
120 C -0.903 3.919 -1.905  0.198
121 C -1.390 5.029 -2.798  -1.408
122 H 4.042 6.165 -2.203  0.425
123 H 2.359 5.688 -2.451  0.251
124 H 3.640 4.961 -3.429  0.327
125 H 3.250 4.545 -0.409  0.149
126 H 4.618 3.917 -1.354  0.249
127 H -0.993 4.159 -0.844  0.139
128 H -1.419 2.977 -2.100  0.219
129 H -0.778 5.919 -2.675  0.342
130 H -2.415 5.279 -2.530  0.390
131 H -1.370 4.732 -3.844  0.336

Atomic forces in eV per Å
Mo -0.165 -0.001 1.975
C -0.040 0.021 -0.007
C 0.003 -0.032 0.067
C -0.070 0.037 -0.122
C 0.008 -0.103 -0.078
C 0.005 -0.015 0.004
C 0.128 0.104 0.296
C -0.158 -0.130 -0.128
C 0.032 -0.003 -0.058
C -0.094 0.052 0.035
C 0.100 -0.194 -0.119
C -0.076 0.040 -0.029
C 0.019 -0.026 -0.007
C -0.058 -0.094 0.022
C 0.009 0.161 0.108
C -0.094 -0.056 -0.155
Ge -0.002 -0.026 0.201
S 0.482 -0.164 -0.419
S -0.093 -0.042 -0.489
Ge 0.342 -0.091 -0.330
S -0.033 0.177 -0.568
S 0.141 -0.014 0.168
C -0.181 0.187 -0.167
C -0.088 0.041 0.109
C 0.070 0.053 0.053
C -0.009 0.017 -0.028
C -0.042 -0.032 -0.135
C 0.063 -0.003 0.135
C -0.067 -0.009 -0.016
C 0.061 -0.046 -0.101
C 0.014 0.020 0.010
C -0.005 0.036 -0.082
C 0.032 -0.018 0.027
C 0.004 0.031 -0.010
C 0.095 -0.015 0.019
C -0.084 -0.021 0.046
C 0.058 -0.025 -0.070
C -0.049 -0.065 -0.073
C 0.021 0.081 -0.121
C -0.057 -0.033 0.066
C -0.003 -0.012 0.046
C -0.022 0.038 0.006
C 0.026 -0.007 0.008
C 0.000 -0.023 -0.067
C 0.043 -0.002 0.051
C 0.010 0.039 -0.028
C -0.093 -0.092 0.049
C -0.112 0.069 -0.055
C 0.016 0.022 -0.003
C -0.018 -0.019 0.016
C -0.007 0.025 0.081
C -0.019 -0.004 -0.015
C 0.026 0.085 -0.100
C 0.078 -0.039 0.023
C -0.069 0.049 0.096
H -0.004 0.014 0.040
H -0.043 -0.014 -0.012
H -0.003 0.016 0.007
H -0.011 0.014 0.048
H -0.023 0.005 0.044
H 0.047 -0.010 0.015
H -0.004 -0.023 -0.017
H 0.006 0.023 0.004
H 0.013 -0.003 0.017
H 0.002 0.019 -0.008
H -0.040 0.003 -0.049
H 0.022 0.025 0.049
H 0.050 -0.003 -0.001
H 0.025 -0.005 -0.027
H -0.002 -0.051 0.009
H -0.022 -0.008 0.051
H -0.033 0.047 0.032
H 0.045 0.002 0.023
H -0.004 -0.031 0.023
H 0.011 0.017 0.009
H 0.026 0.072 0.029
H 0.011 0.022 0.005
H -0.026 0.015 0.000
H 0.005 -0.003 -0.032
H -0.042 0.011 -0.048
H -0.029 -0.019 0.010
H 0.024 0.020 -0.045
H -0.049 -0.021 -0.003
H -0.040 -0.058 0.062
H -0.009 -0.032 0.028
H -0.002 -0.014 -0.048
H 0.005 -0.052 -0.051
H 0.001 -0.036 -0.026
H 0.007 -0.020 0.025
H 0.034 0.011 -0.005
H 0.056 0.016 0.028
H 0.020 0.010 0.016
H 0.002 0.005 0.007
H -0.014 0.004 -0.010
H 0.009 0.023 0.010
H 0.014 0.014 -0.031
H 0.030 -0.013 0.029
H 0.021 -0.001 -0.054
H 0.007 0.002 -0.026
H -0.032 -0.006 -0.001
H 0.000 -0.026 -0.006
H -0.030 -0.058 0.016
H 0.059 -0.014 -0.020
H 0.060 0.046 0.029
H -0.027 0.056 -0.029
Cl -0.006 -0.001 0.019
C -0.119 0.024 -0.032
C 0.114 0.127 0.066
O 0.013 -0.256 0.000
O -0.429 -0.166 -0.261
H 0.001 0.020 0.076
H 0.036 -0.008 -0.097
C -0.007 0.027 -0.010
C 0.090 0.081 0.080
O -0.122 -0.083 0.019
P 0.085 0.177 -0.028
O 0.150 -0.120 -0.080
Te 0.044 0.226 0.077
O 0.014 -0.052 0.008
C -0.061 -0.047 0.016
C 0.005 -0.037 0.030
H 0.022 0.055 0.007
H -0.017 0.002 0.005
H 0.026 -0.011 -0.020
H 0.053 0.004 -0.078
H -0.044 0.049 0.005
H 0.003 0.003 -0.072
H -0.025 0.031 0.022
H 0.009 0.042 0.033
H -0.052 -0.001 -0.012
H 0.017 -0.015 -0.025



No. 3
The following is a quantum chemistry calculation of one molecule with the formula C2H7N5, from the Open Molecules 2025 dataset.

Properties
**Calculated total energy**: -353.9656 Ha
**M**: 101.11 g/mol
**Charge**: 0

Each line ends with the Mulliken charge.
Cartesian coordinates (Å):
1 C -1.218 0.061 -1.180  -0.205
2 C 1.228 -0.424 -0.669  -0.850
3 N -2.113 -0.330 0.123  -0.416
4 N -1.527 -0.100 1.125  0.116
5 N 0.065 0.430 -0.774  -0.392
6 N -0.465 0.485 1.165  0.274
7 N 0.566 0.558 2.061  -0.568
8 H -1.336 -0.853 -1.796  0.230
9 H -1.876 0.844 -1.520  0.322
10 H 2.002 0.274 -0.661  0.312
11 H 1.243 -1.273 0.108  0.291
12 H 1.326 -0.946 -1.707  0.360
13 H 1.195 -0.191 1.655  0.281
14 H 0.909 1.465 2.071  0.247

Atomic forces in eV per Å
C 0.344 -1.632 0.982
C -1.893 -2.585 -2.563
N -1.901 -1.473 -2.350
N -1.603 -1.225 2.217
N -1.635 0.949 2.104
N 4.251 3.907 -1.801
N -1.183 -4.722 -1.000
H 0.280 0.450 0.246
H 0.423 0.651 -0.566
H 1.866 0.498 0.724
H 0.017 1.261 -0.914
H -0.037 0.526 1.671
H 0.111 1.580 1.471
H 0.961 1.815 -0.223



No. 4
The following is a quantum chemistry calculation of C42H39N8OSW as an isolated structure, from the Open Molecules 2025 dataset.

Properties
**Calculated total energy**: -2602.3217 Ha
**2S+1**: 3
**M**: 887.74 g/mol
**Charge**: +1

Each line ends with the Mulliken charge.
Cartesian coordinates (Å):
1 W -0.748 0.099 -0.042  2.337
2 N -0.173 1.270 1.736  -0.114
3 C -1.286 1.672 2.577  1.157
4 C -1.090 2.257 3.820  -0.678
5 C -2.186 2.590 4.599  -0.727
6 C -3.469 2.343 4.125  -1.021
7 C -3.648 1.770 2.876  -0.035
8 C -2.554 1.416 2.086  -1.593
9 C -2.750 0.845 0.711  1.776
10 C -3.590 1.698 -0.118  -0.692
11 C -4.397 1.230 -1.091  -1.013
12 C -4.503 -0.179 -1.329  -1.101
13 C -3.758 -1.040 -0.607  -0.163
14 C -2.815 -0.577 0.396  -0.062
15 H 0.439 0.632 2.257  -0.513
16 H 0.422 2.046 1.447  0.457
17 H -0.085 2.459 4.169  0.370
18 H -2.042 3.049 5.568  0.425
19 H -4.330 2.605 4.725  0.444
20 H -4.648 1.587 2.499  0.529
21 H -3.557 2.762 0.088  0.544
22 H -4.996 1.916 -1.676  0.470
23 H -5.218 -0.548 -2.053  0.472
24 H -3.899 -2.108 -0.719  0.657
25 C -1.629 -2.588 3.411  -0.902
26 C -0.946 -3.623 2.781  -1.206
27 C -0.882 -3.653 1.402  -0.780
28 C -1.475 -2.644 0.637  1.212
29 C -2.190 -1.600 1.265  -0.733
30 C -2.243 -1.599 2.668  -0.137
31 C -1.356 -2.748 -0.849  -0.010
32 C -1.627 -3.976 -1.489  -0.767
33 C -1.394 -4.089 -2.828  -1.309
34 C -0.825 -3.006 -3.531  1.092
35 C -0.457 -3.104 -4.895  -0.931
36 C 0.182 -2.070 -5.513  -0.911
37 C 0.482 -0.896 -4.787  -1.425
38 C 0.114 -0.760 -3.478  0.113
39 C -0.574 -1.809 -2.826  -0.548
40 N -0.919 -1.685 -1.504  0.761
41 H -1.695 -2.565 4.491  0.467
42 H -0.466 -4.395 3.367  0.414
43 H -0.357 -4.463 0.906  0.530
44 H -2.809 -0.825 3.167  0.626
45 H -2.033 -4.789 -0.904  0.684
46 H -1.612 -5.009 -3.356  0.487
47 H -0.683 -4.021 -5.425  0.458
48 H 0.467 -2.144 -6.553  0.440
49 H 1.002 -0.084 -5.280  0.538
50 H 0.329 0.146 -2.931  0.740
51 N -1.869 6.090 -4.504  -0.540
52 C -1.670 5.174 -3.839  -0.280
53 C -1.416 4.034 -3.003  0.327
54 C -1.872 2.770 -3.362  -1.351
55 C -1.614 1.691 -2.535  0.370
56 C -0.888 1.793 -1.337  0.678
57 C -0.453 3.090 -1.010  -0.323
58 C -0.710 4.190 -1.812  -1.066
59 H -2.435 2.638 -4.277  0.534
60 H -2.027 0.732 -2.830  0.618
61 H 0.112 3.278 -0.107  0.323
62 H -0.361 5.172 -1.520  0.522
63 C 4.356 -1.472 -2.072  -1.110
64 N 3.367 -0.602 -1.475  0.423
65 C 3.553 0.809 -1.208  -0.681
66 C 2.328 1.116 -0.356  -0.156
67 O 2.153 2.143 0.256  -0.600
68 N 1.492 0.008 -0.372  0.828
69 C 2.234 -0.996 -0.881  -0.863
70 N 1.889 -2.274 -0.763  0.129
71 H 4.957 -0.891 -2.768  0.402
72 H 3.869 -2.254 -2.654  0.354
73 H 5.018 -1.923 -1.328  0.264
74 H 3.555 1.418 -2.114  0.495
75 H 4.462 0.998 -0.636  0.280
76 H 1.196 -2.496 -0.062  -0.017
77 H 2.490 -3.007 -1.095  0.261
78 C 2.474 1.316 4.190  -1.121
79 N 3.333 0.641 3.247  0.289
80 C 4.612 1.215 2.847  -0.589
81 C 5.238 0.099 1.999  -0.614
82 N 4.078 -0.749 1.723  0.013
83 C 3.051 -0.485 2.587  -0.222
84 S 1.682 -1.446 2.715  -0.250
85 H 2.994 1.448 5.140  0.424
86 H 1.586 0.711 4.350  0.304
87 H 2.194 2.300 3.804  0.345
88 H 5.211 1.455 3.725  0.448
89 H 4.456 2.135 2.277  0.287
90 H 6.009 -0.442 2.550  0.404
91 H 5.674 0.485 1.079  0.273
92 H 4.174 -1.710 1.439  0.358

Atomic forces in eV per Å
W -0.443 -0.191 -0.274
N 0.051 -0.061 -0.042
C -0.009 0.019 -0.028
C -0.008 0.004 0.019
C 0.030 0.010 -0.003
C -0.018 -0.011 -0.015
C 0.000 0.000 -0.020
C -0.059 0.037 0.120
C 0.015 0.130 -0.033
C -0.035 -0.002 0.009
C 0.011 -0.017 -0.016
C 0.011 0.020 0.006
C -0.031 0.068 0.047
C 0.040 -0.220 -0.096
H -0.006 -0.012 0.027
H -0.037 0.056 0.060
H -0.041 0.007 0.011
H 0.002 -0.006 -0.002
H 0.010 0.006 0.005
H 0.003 -0.002 -0.010
H -0.005 0.002 0.004
H 0.010 0.013 0.014
H 0.008 -0.020 0.004
H -0.024 -0.002 -0.011
C 0.033 -0.054 0.019
C -0.013 0.036 0.057
C 0.025 0.036 0.011
C 0.102 -0.149 -0.125
C 0.088 0.020 0.070
C -0.018 0.105 -0.097
C -0.079 -0.073 -0.060
C 0.024 0.130 0.030
C -0.020 -0.032 0.009
C 0.001 -0.011 -0.028
C -0.013 -0.008 0.041
C -0.008 -0.004 -0.005
C 0.018 0.047 0.006
C -0.051 -0.066 -0.032
C -0.023 0.015 0.071
N 0.210 0.257 0.311
H 0.004 0.008 -0.007
H -0.005 -0.009 -0.019
H -0.012 0.008 -0.019
H 0.006 -0.018 0.020
H 0.002 -0.029 -0.034
H -0.002 0.001 0.004
H 0.015 0.012 -0.023
H -0.005 -0.006 0.001
H -0.002 -0.007 -0.002
H -0.001 0.030 0.021
N 0.010 -0.026 0.004
C -0.041 0.034 -0.054
C 0.072 0.033 0.099
C 0.003 -0.018 0.003
C -0.043 -0.085 -0.028
C 0.213 0.188 0.011
C 0.002 0.031 -0.020
C -0.022 -0.063 -0.043
H -0.002 0.014 0.004
H -0.004 -0.030 0.000
H -0.022 -0.028 0.000
H -0.007 0.007 -0.012
C -0.002 0.031 -0.019
N -0.103 -0.027 -0.088
C -0.008 -0.017 0.063
C -0.033 -0.043 -0.091
O 0.056 0.014 0.039
N 0.060 -0.142 0.049
C 0.019 0.067 0.051
N -0.014 0.019 -0.082
H 0.019 0.016 0.033
H 0.001 -0.011 0.019
H 0.001 -0.006 0.001
H 0.002 0.010 0.008
H -0.003 0.010 -0.080
H -0.015 -0.015 0.016
H 0.012 0.014 0.037
C 0.029 0.006 -0.019
N 0.072 -0.043 0.018
C 0.035 0.051 0.029
C -0.001 -0.030 0.061
N -0.059 0.083 -0.070
C -0.120 -0.065 -0.103
S 0.049 0.034 0.119
H -0.003 -0.003 0.000
H 0.016 -0.012 0.018
H 0.006 0.003 -0.008
H 0.007 0.011 -0.007
H -0.067 -0.024 -0.033
H -0.015 -0.020 0.001
H 0.062 -0.025 0.037
H 0.086 -0.014 0.041



Question: What is the charge in the second record?
Answer: +2



Question: Which of these has the lowest calculated total energy?
Answer: C54H62ClGe2MoO5PS4Te